The following is a quantum chemistry calculation of a 13-piece molecular cluster, C5H39N2O13 overall at a distorted geometry, from OMol25.

- lowest unoccupied orbital energy (eV) = -2.409
- spin multiplicity = 1
- orbital gap (eV) = 10.00
- relative energy (zero: lowest compared OMol25 entry of this formula, charge and spin) (kJ/mol) = 681.0
- charge = +1

Last column: natural (NBO) charge in e.
Element x y z (Å)
N  -0.57319  -1.85898  -0.22735  -0.75
C  -1.47704  -0.63710  -0.55047  -0.10
C  -2.97187  -0.77127  -0.55467  -0.11
O  -3.48806  -1.35344  0.61279  -0.74
C  -1.07745  0.36542  0.58060  -0.26
N  0.44909  0.34592  0.79069  -0.70
C  0.87220  1.11497  2.08002  -0.23
C  2.13665  0.30143  2.42624  -0.66
H  -1.02165  -2.77696  -0.45160  0.47
H  0.40578  -1.64883  -0.51595  0.48
H  -0.37895  -1.78378  0.78418  0.46
H  -1.36691  -0.34983  -1.67468  0.24
H  -3.51822  0.24959  -0.53534  0.23
H  -3.45202  -1.15902  -1.41514  0.19
H  -3.70921  -2.38525  0.43841  0.48
H  -1.49123  1.42978  0.28759  0.23
H  -1.50669  -0.04792  1.53444  0.23
H  0.90905  0.88161  0.06586  0.36
H  -0.03547  1.04916  2.67000  0.19
H  1.00572  2.18398  2.05314  0.20
H  2.23857  -0.76433  2.00642  0.22
H  2.98027  0.92940  2.08689  0.22
H  2.19625  0.34825  3.58830  0.23
H  -2.20759  2.37275  -1.11328  0.48
H  -1.61848  3.77924  -1.38345  0.50
O  -1.72849  2.92339  -1.77685  -0.97
H  2.09223  2.29892  -0.99734  0.49
H  3.01860  3.39260  -0.72737  0.49
O  2.55885  2.69057  -0.19674  -0.98
H  -0.60716  -4.66442  -1.85266  0.49
H  0.71042  -3.92773  -1.40771  0.51
O  -0.19878  -4.14860  -1.14294  -0.97
H  -0.11438  -1.42301  3.16725  0.50
H  -0.88373  -2.68393  3.07028  0.50
O  -0.82083  -1.79938  2.61363  -0.96
H  4.58128  -0.22045  -0.51522  0.52
H  3.35881  -0.22251  0.32775  0.51
O  3.71872  -0.67434  -0.37955  -0.93
H  0.50566  1.41535  -3.83169  0.48
H  -0.33952  1.41278  -2.67514  0.49
O  0.30985  0.99643  -3.04747  -0.95
H  3.24879  -1.94834  -0.84612  0.53
H  3.17032  -3.43248  -1.98277  0.52
O  2.72985  -2.71933  -1.40359  -1.09
H  -4.20948  1.39304  1.28424  0.50
H  -3.17018  2.52262  1.51685  0.49
O  -3.39227  1.78000  1.02978  -0.97
H  3.00230  0.05700  -1.89245  0.49
H  2.18160  1.04940  -2.93064  0.49
O  2.87639  0.91569  -2.30111  -1.00
H  0.57123  3.43034  0.34535  0.50
H  -0.01302  4.87562  0.03723  0.48
O  -0.10866  3.98273  -0.08859  -0.98
H  0.62432  -0.95486  -2.94113  0.49
H  1.44856  -1.94784  -2.09347  0.49
O  0.61978  -1.67304  -2.39052  -1.00
H  -3.73548  -1.20090  3.47539  0.47
H  -2.28253  -0.75025  3.19001  0.47
O  -3.02266  -0.55983  3.77963  -0.96



The following is a quantum chemistry calculation of one molecule with the formula C20H32N4O4, from OMol25.

- lowest unoccupied orbital energy (eV) = 0.504
- spin multiplicity = 1
- orbital gap (eV) = 8.23
- SMILES = CCOC(=O)N1CCN(c2c(NCCN3CCCC[C@H]3CC)c(=O)c2=O)CC1
- relative energy (zero: lowest compared OMol25 entry of this formula, charge and spin) (kJ/mol) = 0.0
- charge = 0

Last column: natural (NBO) charge in e.
Element x y z (Å)
C  -2.76085  -2.69939  -2.11140  -0.64
C  -2.33788  -2.86761  -0.66191  -0.07
O  -2.94162  -1.83219  0.11782  -0.53
C  -2.16613  -1.20199  1.00846  0.91
O  -1.02481  -1.50282  1.27176  -0.67
N  -2.83616  -0.19428  1.64108  -0.45
C  -2.06357  0.79218  2.36984  -0.23
C  -2.27552  2.17836  1.71750  -0.22
N  -2.55808  2.00419  0.31219  -0.40
C  -1.57303  1.85255  -0.59974  0.11
C  -0.23675  2.25695  -0.71795  0.15
N  0.64302  2.94730  0.02504  -0.56
C  2.05273  2.89519  -0.29242  -0.23
C  2.76855  1.83718  0.56829  -0.22
N  2.06603  0.57382  0.48415  -0.48
C  2.02361  -0.18282  1.72164  -0.22
C  3.35458  -0.86119  2.05942  -0.42
C  3.74829  -1.78560  0.91218  -0.40
C  3.77733  -1.00395  -0.39961  -0.42
C  2.45836  -0.25292  -0.65621  -0.05
C  1.31129  -1.19679  -1.04372  -0.40
C  1.35908  -1.58710  -2.51563  -0.61
C  -0.14148  1.72518  -2.08779  0.43
O  0.71996  1.69895  -2.93799  -0.58
C  -1.56893  1.25501  -1.94099  0.43
O  -2.37237  0.62225  -2.59479  -0.59
C  -3.84340  1.37183  0.06790  -0.24
C  -4.10262  0.29962  1.14887  -0.24
H  -2.26863  -3.44981  -2.72319  0.21
H  -2.48929  -1.70982  -2.47175  0.25
H  -3.83742  -2.81599  -2.20507  0.21
H  -2.67558  -3.82952  -0.25940  0.18
H  -1.25148  -2.79861  -0.55260  0.21
H  -2.37737  0.81019  3.41931  0.20
H  -1.01720  0.48303  2.31539  0.24
H  -1.39782  2.80853  1.85322  0.20
H  -3.13408  2.68641  2.16720  0.20
H  0.43769  3.08088  1.00669  0.38
H  2.49498  3.87911  -0.10851  0.20
H  2.14444  2.65639  -1.35106  0.24
H  2.75743  2.17420  1.60987  0.19
H  3.81876  1.78534  0.24640  0.18
H  1.73032  0.49382  2.53153  0.18
H  1.24138  -0.93735  1.61795  0.23
H  3.25546  -1.42487  2.98859  0.21
H  4.12828  -0.10164  2.20380  0.19
H  3.02448  -2.59964  0.84639  0.20
H  4.72976  -2.22867  1.09972  0.21
H  3.97626  -1.67672  -1.23419  0.21
H  4.59691  -0.28061  -0.36032  0.20
H  2.60839  0.42774  -1.50085  0.21
H  1.32988  -2.09352  -0.42470  0.20
H  0.37170  -0.68049  -0.84060  0.21
H  1.28539  -0.70186  -3.14252  0.23
H  2.28660  -2.10338  -2.75400  0.19
H  0.52921  -2.24725  -2.75798  0.21
H  -3.82717  0.92139  -0.92414  0.26
H  -4.62814  2.13640  0.09749  0.19
H  -4.64345  0.72172  2.00098  0.19
H  -4.67934  -0.52733  0.74038  0.25



The following is a quantum chemistry calculation of a 2-piece molecular cluster, CH5INO overall at a distorted geometry, from OMol25.

- lowest unoccupied orbital energy (eV) = -5.620
- spin multiplicity = 1
- orbital gap (eV) = 9.29
- relative energy (zero: lowest compared OMol25 entry of this formula, charge and spin) (kJ/mol) = 132.4
- charge = +1

Last column: natural (NBO) charge in e.
Element x y z (Å)
C  1.11606  -0.90957  -0.42961  0.29
N  -0.51682  0.85858  0.03529  -1.03
O  0.79375  -1.99975  0.11338  -0.56
I  2.91580  0.16583  0.02643  0.31
H  0.72778  -0.41998  -1.34591  0.27
H  -1.36568  1.04405  -0.52439  0.41
H  -0.05183  1.68133  0.38548  0.40
H  -0.88688  0.36880  0.82201  0.38
H  1.32646  -2.36331  0.78050  0.54



The following is a quantum chemistry calculation of a 2-piece molecular cluster, CH5NO2 overall at a distorted geometry, from OMol25.

- lowest unoccupied orbital energy (eV) = 0.686
- spin multiplicity = 1
- orbital gap (eV) = 9.64
- SMILES = [NH3+][O-].C=O
- relative energy (zero: lowest compared OMol25 entry of this formula, charge and spin) (kJ/mol) = 413.2
- charge = 0

Last column: natural (NBO) charge in e.
Element x y z (Å)
N  1.19360  -0.57800  0.05496  -0.41
O  1.04076  0.77774  0.12850  -0.70
H  1.16034  -0.84511  -1.01584  0.36
H  2.05361  -0.97078  0.47594  0.38
H  0.23558  -1.01837  0.32942  0.42
C  -1.41367  0.63305  0.00172  0.32
O  -1.30782  -0.59128  -0.05649  -0.64
H  -1.11984  1.34312  -0.80314  0.14
H  -1.84256  1.24961  0.88492  0.12



The following is a quantum chemistry calculation of a 3-piece molecular cluster, C2H10NO2 overall at a distorted geometry, from OMol25.

- lowest unoccupied orbital energy (eV) = -3.454
- spin multiplicity = 1
- orbital gap (eV) = 10.92
- relative energy (zero: lowest compared OMol25 entry of this formula, charge and spin) (kJ/mol) = 147.6
- charge = +1

Last column: natural (NBO) charge in e.
Element x y z (Å)
C  0.30094  -0.77833  -0.05081  -0.11
C  0.41780  -1.33875  1.13799  -0.29
N  -0.68959  -1.00724  -1.11676  -0.70
H  0.76739  0.20147  -0.04361  0.22
H  1.17436  -0.97476  1.81952  0.25
H  0.03458  -2.29963  1.47246  0.22
H  -0.73098  -0.13947  -1.66202  0.48
H  -0.40102  -1.80115  -1.68573  0.46
H  -1.60039  -1.04969  -0.66064  0.45
H  -1.25308  2.47748  3.88078  0.47
H  -0.42585  2.46322  2.75779  0.46
O  -1.06944  1.87162  3.17484  -0.93
H  1.61694  0.96644  -2.39025  0.49
H  0.99616  0.79040  -3.78530  0.51
O  0.86219  0.61839  -2.84826  -0.99



The following is a quantum chemistry calculation of a 2-piece molecular cluster, C3H2N2O overall at a distorted geometry, from OMol25.

- lowest unoccupied orbital energy (alpha / beta) (eV) = -3.016 / -3.075
- spin multiplicity = 1
- orbital gap (alpha / beta) (eV) = 6.35 / 6.21
- relative energy (zero: lowest compared OMol25 entry of this formula, charge and spin) (kJ/mol) = 346.5
- charge = 0

Last column: natural (NBO) charge in e.
Element x y z (Å)
C  -1.78322  1.11563  0.01482  -0.15
C  1.54624  -0.00530  -0.04749  0.15
C  -0.54598  -1.21619  0.02928  0.96
N  -2.23546  2.16553  0.10186  -0.56
N  0.41559  -0.56394  -0.33355  -0.46
O  -1.40109  -1.98846  0.13840  -0.36
H  1.91984  0.05593  0.96222  0.20
H  2.08407  0.43680  -0.86554  0.21